1.
The following is a DFT calculation (ωB97M-V with the def2-TZVPD basis set) of 3 unconnected molecules or ions with the total composition C23H45BrIN3O2.

SMILES string: CCCCCCCC[C@@H](CO[C@@H](I)C[C@H](C)Br)OCN.CCCC#N.CCCC#N
E_tot, hartree: -4089.7508

Each line ends with the Mulliken charge.
Element x y z (Å)
C (-1.31915, -3.13566, 3.93663)  -0.89
C (-2.85153, -3.17672, 3.85862)  -0.74
C (-3.40267, -3.33599, 2.44602)  -0.53
C (-2.69925, -2.50395, 1.35914)  -0.19
C (-2.01570, -3.33775, 0.25026)  -0.90
C (-0.48220, -3.22730, 0.22592)  -0.62
C (0.06685, -2.78687, -1.13867)  -0.95
C (1.52567, -2.32570, -1.07062)  -0.97
C (1.81338, -1.07701, -1.90497)  -0.05
C (1.39822, 0.24868, -1.27409)  -0.32
O (0.10594, 0.20026, -0.70543)  -0.33
C (-0.18913, 1.22585, 0.20500)  -0.63
I (0.92906, 0.85327, 2.02716)  0.07
C (-0.13684, 2.63177, -0.42146)  -0.47
C (0.62338, 3.78939, 0.20485)  -0.54
C (2.14088, 3.63850, 0.26653)  -0.76
Br (-0.17077, 4.40346, 1.89371)  -0.12
O (3.15486, -0.94028, -2.33163)  -0.51
C (4.15399, -1.03526, -1.31962)  -0.36
N (5.17100, 0.00682, -1.53707)  -0.68
H (-0.94869, -2.12273, 3.86964)  0.22
H (-0.94448, -3.58183, 4.84748)  0.40
H (-0.90549, -3.65412, 3.07933)  0.14
H (-3.24730, -2.29636, 4.35677)  0.33
H (-3.16160, -4.02500, 4.45880)  0.40
H (-3.42284, -4.39114, 2.19890)  0.48
H (-4.43876, -3.02377, 2.47669)  -0.05
H (-3.46408, -1.90643, 0.86848)  0.18
H (-2.00367, -1.79145, 1.77977)  0.33
H (-2.44158, -3.11291, -0.72195)  0.55
H (-2.26501, -4.37225, 0.45644)  0.33
H (-0.14846, -2.49639, 0.94960)  0.36
H (-0.01218, -4.16858, 0.49583)  0.37
H (-0.02732, -3.64217, -1.80338)  0.44
H (-0.58323, -2.01698, -1.52954)  0.43
H (2.13662, -3.11254, -1.50241)  0.49
H (1.86238, -2.18568, -0.04753)  0.39
H (1.22539, -1.18234, -2.81304)  0.42
H (2.16425, 0.55541, -0.56488)  0.11
H (1.41934, 0.97381, -2.08661)  0.18
H (-1.20810, 1.02973, 0.48822)  0.67
H (-1.16386, 2.96782, -0.50320)  0.44
H (0.20887, 2.58354, -1.44542)  0.36
H (0.43048, 4.63166, -0.43841)  0.51
H (2.49617, 4.07583, 1.18992)  0.37
H (2.47936, 2.61831, 0.21239)  0.12
H (2.59352, 4.21035, -0.53588)  0.27
H (4.63523, -2.00037, -1.43642)  0.33
H (3.74429, -0.91439, -0.32270)  0.38
H (4.84473, 0.59637, -2.29691)  0.28
H (5.20181, 0.61354, -0.72243)  0.21
C (7.20553, 5.21425, -2.14402)  -1.26
C (5.81531, 5.47596, -1.57590)  -0.34
C (5.76598, 5.37539, -0.04757)  -0.35
C (6.08530, 4.02853, 0.42220)  0.28
N (6.31493, 2.95906, 0.77041)  -0.51
H (7.54513, 4.20377, -1.91251)  0.35
H (7.20161, 5.32228, -3.22823)  0.36
H (7.93298, 5.91909, -1.73751)  0.32
H (5.10324, 4.77320, -2.01370)  0.23
H (5.49054, 6.47786, -1.86211)  0.37
H (4.76703, 5.63977, 0.30372)  0.23
H (6.46000, 6.09102, 0.39590)  0.36
C (-8.31090, -0.64910, -0.61140)  -1.20
C (-6.96455, -1.26712, -0.97102)  -0.35
C (-6.85588, -2.73971, -0.56355)  -0.36
C (-6.94518, -2.91851, 0.88429)  0.25
N (-6.99904, -3.04730, 2.02342)  -0.49
H (-8.47764, -0.66154, 0.46653)  0.35
H (-8.35556, 0.38828, -0.94201)  0.35
H (-9.13006, -1.19043, -1.08825)  0.30
H (-6.16175, -0.69645, -0.50061)  0.24
H (-6.81231, -1.19972, -2.04967)  0.35
H (-5.90296, -3.14995, -0.90287)  0.22
H (-7.64354, -3.32311, -1.04335)  0.36


2.
The following is a DFT calculation (ωB97M-V with the def2-TZVPD basis set) of a molecular structure, C23H45Cl3N2O4PSiV.

E_tot, hartree: -4269.4075
Expectation value of S²: 2.011
Spin multiplicity: 3
Energy relative to the best compared isomer or geometry (same formula, charge and spin), eV: 3.649

Each line ends with the Mulliken charge.
Element x y z (Å)
C (-3.20507, 1.93030, 0.38481)  -0.78
C (-2.66381, 2.37721, -0.92910)  0.36
H (-3.06993, 2.69327, 1.16783)  0.33
H (-2.72419, 0.99920, 0.71001)  -0.44
H (-4.28766, 1.68914, 0.30380)  0.24
C (-3.09520, 3.54356, -1.45534)  -0.15
C (-3.86969, 4.58665, -0.75626)  -1.63
H (-2.97656, 3.73668, -2.51528)  0.62
H (-3.49557, 4.78270, 0.24875)  0.30
H (-4.93746, 4.37148, -0.67919)  0.29
H (-3.77536, 5.51341, -1.32616)  0.41
V (-0.91492, -1.04697, -0.34348)  0.05
Cl (-3.01028, -1.34161, 0.41400)  -0.52
Cl (-1.35812, -1.89089, -2.38464)  -0.58
C (1.22949, -2.73113, -0.55092)  -0.56
O (0.99208, -1.54293, -0.17671)  0.13
N (2.42588, -3.02471, -1.05589)  0.29
C (3.63213, -2.31622, -0.61812)  -0.72
C (2.36477, -3.75633, -2.29640)  -0.89
H (0.48855, -3.54824, -0.48399)  0.59
H (3.88511, -2.53232, 0.43826)  0.23
H (3.56039, -1.22320, -0.74772)  0.27
H (4.43866, -2.69128, -1.24804)  0.34
H (1.84896, -4.70378, -2.11552)  0.29
H (3.37462, -3.89306, -2.66003)  0.32
H (1.78474, -3.17193, -3.02252)  0.32
H (-0.62613, -0.41381, 5.51527)  0.27
H (-0.30696, 2.39872, 2.56243)  0.07
C (0.22079, 0.11096, 5.04619)  -0.86
C (0.29250, 1.95475, 3.37398)  -0.86
N (-0.21929, 0.62972, 3.75213)  0.24
H (1.05286, -0.59493, 4.87424)  0.26
C (-0.54051, -0.25958, 2.78895)  -0.36
O (-0.36495, -0.04091, 1.58510)  -0.07
H (1.34949, 1.89269, 3.06936)  0.45
H (-0.92028, -1.21738, 3.16737)  0.33
H (0.56246, 0.97036, 5.63360)  0.36
H (0.23652, 2.59720, 4.25957)  0.41
O (-0.92760, 0.57034, -0.97673)  1.18
C (-1.85582, 1.34810, -1.75134)  -0.45
C (-0.77601, 3.24422, -3.12936)  0.33
C (-1.24115, 1.93046, -3.02257)  -0.10
H (-0.84887, 3.89576, -2.24868)  1.06
C (-0.26187, 3.72290, -4.35158)  -1.65
H (-2.59872, 0.60474, -2.05982)  0.62
C (-1.20549, 1.09453, -4.12842)  0.10
H (0.10020, 4.75823, -4.42302)  0.38
C (-0.24408, 2.86907, -5.45719)  -0.61
C (-0.75650, 1.57089, -5.35665)  -0.93
H (-1.50837, 0.05979, -3.99549)  0.30
H (0.13129, 3.23582, -6.40641)  0.41
H (-0.79965, 0.91938, -6.22404)  0.42
Si (1.45383, 2.65603, -0.82062)  1.37
Cl (0.07925, 3.92984, 0.21331)  -0.36
C (2.11085, 4.08247, -1.74643)  -1.33
C (1.67375, 1.25723, -2.31828)  -1.01
C (2.08930, 1.35083, 0.34257)  0.47
H (2.63684, 3.77023, -2.65944)  0.33
H (2.77982, 4.48659, -0.98380)  0.40
H (1.29201, 4.77220, -1.98863)  0.32
H (1.65904, 1.32753, 1.34138)  -0.80
H (3.17242, 1.54605, 0.41633)  0.39
H (1.95594, 0.34098, -0.03765)  -0.60
H (2.17814, 1.76948, -3.15928)  0.60
H (0.82029, 0.70897, -2.74503)  -0.04
H (2.36612, 0.46694, -1.98703)  0.20
C (0.60488, -5.63973, 1.93055)  -1.13
P (-0.11227, -4.34461, 2.96277)  1.08
C (-1.73283, -4.85510, 3.64348)  -1.17
C (0.95637, -4.19064, 4.43076)  -1.15
O (-0.20036, -3.05686, 2.14917)  -1.06
H (1.63144, -5.36015, 1.66834)  0.31
H (0.00720, -5.74150, 1.02108)  0.32
H (0.61993, -6.59969, 2.45475)  0.41
H (-1.59085, -5.82476, 4.15753)  0.41
H (-2.05630, -4.07660, 4.37751)  0.32
H (-2.44565, -4.94024, 2.79894)  0.33
H (1.90806, -3.72933, 4.11270)  0.31
H (0.43302, -3.56985, 5.18114)  0.31
H (1.12433, -5.19735, 4.84484)  0.41


3.
The following is a DFT calculation (ωB97M-V with the def2-TZVPD basis set) of a molecular structure, C23H45Cl3N2O6PSiTl.

E_tot, hartree: -3648.2779
Energy relative to the best compared isomer or geometry (same formula, charge and spin), eV: 0.000

Each line ends with the Mulliken charge.
Element x y z (Å)
C (2.57562, -2.92871, -3.30791)  -0.92
C (2.07100, -1.94295, -4.31542)  0.60
H (2.56392, -3.95062, -3.70811)  0.39
H (1.93930, -2.94494, -2.40837)  -0.18
H (3.61507, -2.71798, -3.00613)  0.18
C (1.83334, -2.30337, -5.58922)  0.17
C (2.00240, -3.69583, -6.07161)  -1.66
H (1.53495, -1.58180, -6.34410)  0.42
H (1.45604, -4.42171, -5.45739)  0.38
H (3.05541, -4.00427, -6.06981)  0.35
H (1.63745, -3.77331, -7.09713)  0.37
Tl (3.08230, -1.03052, -0.67593)  0.62
Cl (1.26385, 1.35170, 5.80189)  -0.10
Cl (1.73540, -3.25610, 0.07195)  -0.62
C (0.41799, 3.54705, 2.10137)  0.04
O (0.04247, 2.70945, 2.91892)  -0.49
N (-0.38424, 4.12379, 1.16846)  0.23
C (-1.76122, 3.69503, 0.99072)  -0.42
C (0.13379, 5.12888, 0.25764)  -0.78
H (1.46026, 3.93925, 2.06451)  0.29
H (-2.12581, 3.23335, 1.91296)  -0.10
H (-1.85185, 2.97235, 0.16399)  0.09
H (-2.36329, 4.57501, 0.73758)  0.41
H (1.10092, 5.47032, 0.64284)  0.28
H (-0.56166, 5.97297, 0.20249)  0.33
H (0.27440, 4.72675, -0.75514)  0.25
H (0.53385, -3.51550, 2.12422)  0.20
H (-0.93199, -4.19578, -0.26972)  0.19
C (-0.41994, -3.88466, 2.54034)  -0.70
C (-1.72987, -4.38016, 0.46470)  -0.91
N (-1.51744, -3.54579, 1.63323)  0.20
H (-0.59633, -3.43071, 3.52446)  0.20
C (-2.14976, -2.36735, 1.65948)  0.37
O (-3.12151, -1.98540, 1.04717)  -0.68
H (-2.70962, -4.14229, 0.03847)  0.31
H (-1.59355, -1.59419, 2.42793)  -0.09
H (-0.35806, -4.97767, 2.60656)  0.31
H (-1.67306, -5.42851, 0.77233)  0.31
O (1.40931, -0.45557, -2.51079)  -0.13
C (1.96969, -0.49767, -3.84560)  0.04
C (0.08856, 0.16465, -5.43934)  0.01
C (1.30758, 0.46773, -4.81752)  -0.03
H (-0.40809, -0.78534, -5.22401)  0.84
C (-0.48463, 1.06957, -6.35190)  -1.12
H (3.01127, -0.15733, -3.70915)  0.35
C (1.93842, 1.68806, -5.09463)  -0.37
H (-1.43498, 0.81739, -6.83140)  0.38
C (0.15156, 2.27936, -6.62893)  -0.46
C (1.36760, 2.58047, -6.00879)  -0.63
H (2.86931, 1.91870, -4.56515)  0.31
H (-0.28148, 2.97398, -7.35624)  0.38
H (1.88380, 3.51727, -6.22613)  0.38
Si (-0.02861, 0.26524, -1.77791)  -0.08
Cl (-0.67791, -0.46281, 2.80086)  -0.54
C (-1.49940, -0.54504, -2.58420)  -1.12
C (0.07887, 2.11185, -2.11182)  -0.60
C (0.06602, -0.06118, 0.02212)  -0.96
H (-1.80534, -0.06169, -3.52534)  0.38
H (-2.35740, -0.50439, -1.89188)  0.53
H (-1.29744, -1.60583, -2.79760)  0.35
H (0.59304, -0.99736, 0.26331)  0.17
H (-0.96634, -0.17365, 0.38008)  0.18
H (0.52337, 0.76438, 0.57841)  0.43
H (0.26952, 2.36382, -3.16552)  0.16
H (0.89984, 2.54854, -1.52159)  0.18
H (-0.86235, 2.60379, -1.81697)  0.25
C (0.79347, -1.67478, 6.58356)  -0.71
O (-0.40926, -0.83410, 6.61235)  -0.17
P (-0.43862, 0.70415, 6.49170)  0.95
O (-0.66519, 1.37840, 7.87576)  -0.29
C (-1.69428, 0.88475, 8.79970)  -0.60
O (-1.59868, 1.04977, 5.53903)  -0.12
C (-1.97150, 2.40525, 5.13599)  -0.66
H (1.16891, -1.73893, 5.55368)  0.32
H (0.46571, -2.65902, 6.92683)  0.24
H (1.56556, -1.27546, 7.25292)  0.37
H (-2.56654, 0.49145, 8.25647)  0.33
H (-1.26217, 0.11049, 9.44472)  0.28
H (-1.99281, 1.74560, 9.40173)  0.25
H (-2.36487, 2.29998, 4.12225)  0.06
H (-2.73809, 2.77292, 5.83067)  0.30
H (-1.09596, 3.06683, 5.13209)  0.38